{"formula": "C5H5Cl2N", "method": "the ωB97M-V functional and the def2-TZVPD basis", "mol_weight_g_mol": 150.0, "de_lowest_kcal_mol": 134.1, "orbital_gap_ev": 7.701, "lumo_energy_ev": -0.932, "homo_energy_ha": -0.3172, "elements": ["C", "C", "C", "C", "C", "N", "Cl", "Cl", "H", "H", "H", "H", "H"], "coordinates": [[-0.151689, -0.924194, -0.233273], [0.896831, -1.746885, -0.110576], [-0.257223, 0.570863, -0.075792], [2.302335, -1.621378, -0.610337], [-1.576104, 1.060790, 0.214453], [0.816051, 1.243772, -0.016939], [3.365101, -0.654909, 0.207520], [0.857534, 3.006302, -0.098137], [-1.117761, -1.373720, -0.257323], [0.780854, -2.876917, -0.069366], [-1.996603, 0.300054, 0.985371], [-1.601715, 2.018311, 0.597180], [-2.317615, 0.997907, -0.532775]], "atomic_forces_ev_per_a": [[0.167, 0.763, 1.064], [1.898, -1.440, -1.264], [1.369, -0.417, -0.490], [-1.426, 0.246, 0.367], [-2.105, -2.659, 1.646], [1.553, 0.100, -0.937], [0.279, 0.197, 0.408], [-0.781, -1.049, 0.435], [-0.592, -0.388, 0.148], [-0.540, 1.364, -0.050], [0.597, 1.439, -0.819], [0.142, 1.974, 0.926], [-0.560, -0.130, -1.434]]}

{"formula": "C12H27FN6OPPd", "method": "the ωB97M-V functional and the def2-TZVPD basis", "mol_weight_g_mol": 427.8, "orbital_gap_ev": [9.205, 6.720], "s2": 2.004, "lumo_energy_ev": [-2.102, -4.583], "homo_energy_ha": [-0.4155, -0.4154], "spin_multiplicity": 3, "total_charge": 1, "elements": ["Pd", "F", "O", "P", "N", "C", "C", "N", "C", "C", "N", "C", "C", "H", "H", "H", "H", "H", "H", "H", "H", "H", "H", "H", "H", "H", "H", "H", "H", "H", "H", "C", "C", "N", "H", "H", "H", "C", "C", "N", "H", "H", "H", "C", "C", "N", "H", "H", "H"], "coordinates": [[-14.928939, 3.393613, -7.633277], [-15.860321, 3.046656, -6.013009], [-14.469609, 1.604034, -8.981614], [-13.459720, 0.561983, -8.801799], [-11.982665, 1.372029, -8.777375], [-11.646993, 2.543995, -9.660891], [-10.618119, 0.560476, -8.521997], [-13.614216, -0.530575, -10.037761], [-12.806301, -1.812123, -10.223180], [-14.168127, 0.047118, -11.265246], [-13.423346, -0.334946, -7.479744], [-14.420831, -1.375510, -7.396879], [-13.275068, 0.321015, -6.224200], [-12.588572, 2.862715, -10.155911], [-10.861006, 2.380014, -10.412894], [-11.349423, 3.457570, -9.054992], [-10.573658, 0.392729, -7.436679], [-9.853660, 1.269766, -8.809671], [-10.644483, -0.348292, -9.144755], [-11.775547, -1.683342, -9.883151], [-13.314406, -2.548784, -9.662856], [-12.725518, -2.125556, -11.271065], [-13.446576, 0.519040, -11.912486], [-14.636968, -0.798848, -11.726672], [-14.940111, 0.731567, -10.971383], [-14.149500, -2.060785, -6.579711], [-15.441893, -1.008418, -7.228669], [-14.377118, -1.986003, -8.321772], [-12.955325, -0.352802, -5.452780], [-14.246444, 0.843686, -5.882930], [-12.559580, 1.156813, -6.238064], [-17.274001, 5.053006, -11.355953], [-16.272146, 4.494816, -10.395666], [-15.622808, 3.978605, -9.601515], [-16.803091, 5.159467, -12.312743], [-17.679776, 6.037292, -10.989239], [-18.186323, 4.408537, -11.416984], [-11.280797, 3.778486, -4.531777], [-12.335616, 3.698520, -5.540516], [-13.187199, 3.752505, -6.277775], [-10.412424, 4.306066, -4.922588], [-10.985581, 2.739238, -4.197043], [-11.620373, 4.190963, -3.590143], [-14.850134, 8.929525, -10.532413], [-14.984968, 7.863828, -11.567202], [-15.111553, 7.003807, -12.343483], [-15.763824, 9.558494, -10.396569], [-14.040382, 9.500084, -10.990901], [-14.628136, 8.604485, -9.518057]], "atomic_forces_ev_per_a": [[0.790, -0.781, -1.197], [-0.410, -0.075, 0.745], [-2.093, 2.150, 0.469], [3.617, -0.515, -1.953], [2.957, -0.616, -0.295], [-1.671, 0.859, 0.896], [-3.000, 1.163, 0.092], [0.917, -0.264, -0.372], [0.073, 2.143, -0.069], [-0.314, -0.913, 0.663], [-0.023, -0.740, 0.718], [-0.204, -1.796, -0.400], [-0.922, 2.516, 1.469], [0.624, -0.202, -0.011], [-0.388, -0.381, 0.280], [-0.097, -1.172, -0.398], [0.174, -0.411, -0.507], [0.287, -0.273, -0.075], [0.451, 0.476, 0.574], [-0.292, -0.188, 0.144], [-0.121, -1.168, 0.446], [-0.438, 0.418, 0.187], [0.363, 0.138, -0.276], [-0.322, -0.173, -0.914], [-0.293, 0.433, -0.197], [-0.137, 0.307, -0.115], [0.200, 0.053, -0.041], [-0.451, 0.493, 0.794], [0.036, -0.541, 0.316], [1.087, -0.970, -0.378], [0.000, -0.506, -0.401], [-0.794, 0.091, 1.276], [-1.263, -0.020, -0.289], [-0.261, 0.930, -0.276], [0.111, 0.198, -0.478], [0.863, -0.852, -0.337], [1.049, 0.093, 0.112], [0.426, -1.826, 0.414], [1.592, 0.571, 1.971], [-1.612, -0.226, -1.741], [-0.082, -0.020, 0.074], [-0.132, 0.934, -0.808], [-0.358, 0.612, -0.155], [-0.470, 0.283, -1.007], [-0.934, -1.424, -0.002], [0.380, 1.650, 1.350], [0.651, -0.527, -0.722], [0.004, 0.575, 0.749], [0.432, -0.505, -0.325]]}

no.,largest force on an atom (Eh/bohr)
1,0.0733
2,0.0806